[1]
The following is a quantum chemistry calculation of a molecular structure, C41H36BrGe2N2O2S4SbTi, from the OMol25 dataset.

Positions of all 90 atoms, in Å:
Ti -0.34571 -0.11897 -0.06375
S 3.76204 -2.99831 0.81672
C 4.40333 -2.70022 -0.76086
C 5.21459 -3.49705 -1.56674
C 5.58212 -3.01456 -2.80739
C 5.15436 -1.75434 -3.24680
C 4.34872 -0.96585 -2.45340
C 3.95961 -1.44587 -1.20156
N 3.11814 -0.77447 -0.33356
C 2.92195 -1.45249 0.74030
C 2.08595 -1.04084 1.88939
C 2.66627 -1.19046 3.15503
C 1.97054 -0.85758 4.30052
C 0.66798 -0.39984 4.18139
C 0.09908 -0.25680 2.92617
C 0.77877 -0.54458 1.72936
H 5.54076 -4.47461 -1.23466
H 6.19388 -3.62637 -3.45845
H 5.43933 -1.41058 -4.23325
H 3.98069 -0.00383 -2.78401
H 3.68529 -1.55235 3.23130
H 2.44017 -0.95583 5.27212
H 0.09237 -0.14037 5.06294
H -0.91624 0.10937 2.86558
S -4.76496 0.00099 -3.33963
Sb -2.49225 -0.07747 -3.21796
S 0.85730 1.61071 -0.98359
S -1.66872 -0.22117 -5.31983
C -5.04056 -0.64778 1.68650
Ge -3.53607 0.52995 1.20603
C -4.15784 1.83194 -0.09269
C -3.10031 1.36636 2.93325
Ge -0.38870 2.38755 0.71676
C -1.30424 4.02212 0.04405
C -2.22573 4.70903 0.83957
C -2.91935 5.81302 0.36426
C -2.71652 6.25147 -0.93828
C -1.81574 5.57564 -1.74970
C -1.11790 4.47794 -1.26005
C 0.91991 3.09748 2.04724
C 2.18724 2.51004 2.12894
C 3.10766 2.89986 3.09077
C 2.78366 3.89398 4.00622
C 1.53478 4.49275 3.93918
C 0.61902 4.09669 2.96982
H -5.61406 -0.96283 0.81636
H -5.70093 -0.09474 2.36034
H -4.68284 -1.53940 2.20341
H -4.91017 2.46973 0.38012
H -4.60682 1.31133 -0.93976
H -3.35421 2.46883 -0.45893
H -3.95655 1.99532 3.19451
H -2.20297 1.98334 2.92507
H -2.99183 0.60518 3.70866
H -2.43446 4.36105 1.84635
H -3.63330 6.32195 1.00225
H -3.26509 7.10357 -1.32260
H -1.66071 5.89555 -2.77374
H -0.42549 3.95135 -1.90704
H 2.45966 1.73788 1.41744
H 4.08017 2.42160 3.12451
H 3.49878 4.19923 4.76186
H 1.26665 5.27450 4.64205
H -0.34518 4.59624 2.94476
Br 3.56251 -5.34879 -5.15750
C 2.56157 -3.83485 -4.56459
C 2.35175 -2.78290 -5.44631
C 1.63777 -1.68027 -5.00997
C 1.15352 -1.62337 -3.70955
C 1.36655 -2.68937 -2.85077
C 2.07455 -3.81218 -3.27816
C 0.86905 -2.67763 -1.43514
O 1.07302 -3.61209 -0.68956
O 0.23014 -1.59149 -1.07237
H 2.73108 -2.83854 -6.45783
H 1.42158 -0.86788 -5.68998
H 0.60042 -0.75896 -3.37082
H 2.23727 -4.62788 -2.58760
N -2.12963 -0.53244 0.54876
C -2.46649 -1.90657 0.38207
C -3.48780 -2.30755 -0.48713
C -3.77357 -3.65002 -0.67053
C -3.05222 -4.62627 0.00739
C -2.04221 -4.23934 0.87436
C -1.75666 -2.89524 1.06695
H -4.05700 -1.56329 -1.03309
H -4.55703 -3.92810 -1.36578
H -3.26505 -5.67666 -0.15237
H -1.45174 -4.98493 1.39340
H -0.95668 -2.59733 1.73332

Atoms 1-3, force components in eV/Å:
Ti 0.3 -0.3 0.3
S 0.1 0.0 0.0
C 0.1 0.0 0.1

Calculated values
- total energy (a.u.) = -11254.568457
- HOMO level (eV) = -2.352
- relative energy (zero: lowest compared OMol25 entry of this formula, charge and spin) (kJ/mol) = 126.1
- charge = -2
- frontier orbital gap (eV) = 6.00

Mulliken analysis output, partial charges in e: -2.599 -0.222 0.821 -0.701 -0.474 -0.550 -0.249 -0.687 -0.282 0.194 0.113 -0.236 -1.044 -0.553 -0.019 1.652 0.405 0.423 0.398 0.465 0.466 0.315 0.449 0.098 -0.694 0.642 -0.853 -0.643 -1.446 -0.102 -0.463 -0.978 1.527 -0.171 0.207 -0.869 -0.394 -0.684 -0.110 0.224 0.143 -0.631 -0.462 -0.679 -0.361 0.354 0.489 0.397 0.352 0.215 -0.074 0.452 0.094 0.380 0.184 0.368 0.347 0.378 0.362 0.173 0.384 0.334 0.391 0.192 -0.233 -0.126 -0.477 -0.965 -0.205 0.611 -0.497 -0.231 -0.650 1.114 0.415 0.490 0.483 0.621 0.846 0.204 -0.369 -0.882 -0.679 -0.453 -0.130 0.655 0.379 0.315 0.382 0.221

***

[2]
The following is a quantum chemistry calculation of 6 unconnected molecules or ions with the total composition C41H36F42N2O7S3 at a distorted geometry, from the OMol25 dataset.

Positions of all 131 atoms, in Å:
O 3.95653 0.75378 2.04931
S 2.76232 0.57219 2.96108
O 2.96115 1.46660 4.15081
F 2.63704 -1.05987 3.39535
N 1.23937 1.04377 2.23094
F 0.65049 -0.14465 1.86005
C 1.56807 1.89173 1.02912
C 0.17472 2.46917 0.46940
C -0.31661 1.58024 -0.81491
S -1.87634 0.70487 -0.26978
C -3.33099 1.82563 -0.43124
S -3.44830 2.78682 -1.82349
N -4.40699 1.99642 0.56932
C -3.99849 2.90708 1.65803
C -4.55545 4.37440 1.60247
C -4.16141 5.44722 2.67809
C -3.21816 5.11139 3.86964
C -2.65650 3.63992 3.91486
C -3.04069 2.57041 2.82788
C -4.94599 0.71645 1.05793
C -4.98861 -0.56435 0.14037
C -5.54003 -1.93160 0.61122
C -6.10900 -2.15178 2.04859
C -6.12227 -0.87453 2.97098
C -5.56069 0.50886 2.49360
H 2.23584 2.77556 1.29579
H 2.07137 1.20048 0.26954
H -0.60736 2.34573 1.31158
H 0.20874 3.55295 0.11797
H 0.45054 0.75677 -1.07874
H -0.44276 2.20346 -1.76341
H -5.25085 4.75367 0.76377
H -4.55002 6.53125 2.63108
H -2.91453 5.84625 4.68499
H -1.97280 3.34943 4.77656
H -2.61499 1.51706 2.90286
H -4.56213 -0.50791 -0.91494
H -5.51679 -2.81673 -0.12699
H -6.50158 -3.14804 2.43310
H -6.56448 -1.01189 4.02433
H -5.60305 1.37489 3.24300
F 7.98059 4.32038 -0.83033
C 6.94133 3.50721 -1.08578
F 6.70431 3.60008 -2.42092
C 5.67708 3.86451 -0.29870
F 5.16930 5.05742 -0.70008
F 4.72370 2.93508 -0.61229
C 5.80062 3.87281 1.24022
O 6.06293 5.13712 1.87635
C 7.40157 5.59045 1.90110
F 8.22087 4.56093 1.61207
F 7.66147 5.91770 3.18848
C 7.63983 6.82189 1.01534
F 7.21112 6.63428 -0.25099
F 8.95959 7.11660 0.94369
H 7.24946 2.47861 -0.87651
H 4.81745 3.58887 1.62231
H 6.47192 3.09098 1.60495
H 7.11326 7.69211 1.41691
F -4.29656 9.02405 0.97886
C -4.19588 10.36510 0.97485
F -4.44409 10.76902 2.24862
C -5.16464 11.04888 0.00507
F -6.45176 10.89434 0.40445
F -4.92006 12.39234 0.06493
C -5.05602 10.64275 -1.48069
O -5.94303 9.61893 -1.96633
C -5.58353 8.27466 -1.71962
F -4.28466 8.22367 -1.36545
F -5.66508 7.64089 -2.91227
C -6.51270 7.57458 -0.71776
F -6.63868 8.26639 0.43459
F -6.03409 6.35013 -0.38969
H -3.16118 10.63176 0.74040
H -5.34617 11.52617 -2.05378
H -4.02197 10.44914 -1.77833
H -7.51400 7.45186 -1.13956
F 2.71703 -3.31479 -2.78544
C 2.16694 -2.22420 -2.22545
F 1.96057 -1.33936 -3.23647
C 3.03911 -1.58917 -1.13809
F 4.17170 -1.05859 -1.66084
F 2.34021 -0.52917 -0.62142
C 3.42027 -2.49451 0.05319
O 4.69017 -3.16917 0.00691
C 4.76599 -4.36447 -0.74287
F 3.51865 -4.81084 -0.98832
F 5.33172 -5.28319 0.07415
C 5.62162 -4.22982 -2.01056
F 5.23499 -3.19246 -2.78266
F 5.52911 -5.34444 -2.77556
H 1.18725 -2.50028 -1.82385
H 3.51426 -1.83025 0.91548
H 2.61266 -3.18107 0.32147
H 6.67275 -4.07484 -1.75217
F 3.23448 -9.94434 -4.87684
C 2.56678 -8.94816 -4.26955
F 1.37622 -9.47255 -3.87565
C 2.33610 -7.72934 -5.16786
F 1.48498 -8.02109 -6.18335
F 1.69916 -6.78234 -4.41513
C 3.59527 -7.05694 -5.75608
O 4.00224 -7.44445 -7.08137
C 4.74764 -8.63811 -7.21280
F 5.22054 -8.99784 -6.00367
F 5.83508 -8.31988 -7.95371
C 3.97345 -9.76029 -7.91929
F 2.77325 -9.99467 -7.34772
F 4.66379 -10.92463 -7.87501
H 3.11683 -8.66508 -3.36723
H 3.34904 -5.99789 -5.86080
H 4.43588 -7.07509 -5.05724
H 3.79584 -9.50409 -8.96744
F -2.52322 -4.69585 3.69496
C -1.69674 -5.54336 3.05907
F -1.26347 -4.89101 1.94778
C -2.35995 -6.86792 2.66946
F -3.30983 -6.68187 1.71902
F -1.40117 -7.64651 2.08347
C -2.96758 -7.70074 3.81914
O -4.37336 -7.55251 4.08962
C -4.77420 -6.44523 4.87125
F -3.69609 -5.93319 5.49576
F -5.56395 -6.94502 5.85022
C -5.56732 -5.39887 4.07553
F -4.91766 -5.00085 2.96068
F -5.78605 -4.28857 4.82008
H -0.82633 -5.71970 3.69795
H -2.87434 -8.74504 3.51288
H -2.37518 -7.62874 4.73520
H -6.53587 -5.80243 3.76691

Atoms 1-3, force components in eV/Å:
O -3.9 -1.9 1.7
S 5.8 3.4 1.9
O -1.8 -3.4 -2.8

Calculated values
- total energy (a.u.) = -7608.537875
- HOMO level (eV) = -8.133
- SMILES string = O=S(=O)(F)N(F)CCCSC(=S)N(c1ccccc1)c1ccccc1.FC(F)C(F)(F)COC(F)(F)C(F)F.FC(F)C(F)(F)COC(F)(F)C(F)F.FC(F)C(F)(F)COC(F)(F)C(F)F.FC(F)C(F)(F)COC(F)(F)C(F)F.FC(F)C(F)(F)COC(F)(F)C(F)F
- charge = 0
- frontier orbital gap (eV) = 7.06

Results of the Mulliken charge analysis, in e, for atoms 1 through 99: -0.459 1.124 -0.546 -0.250 -0.105 -0.113 0.302 -0.691 -0.014 0.136 -0.285 -0.206 0.222 -0.036 -0.460 -0.328 -0.521 -0.662 -0.110 0.635 -0.298 -0.578 -0.338 -0.616 -0.201 0.146 0.181 0.079 0.437 -0.302 0.449 0.466 0.305 0.346 0.338 0.496 0.352 0.287 0.357 0.296 0.293 -0.226 0.062 -0.276 0.876 -0.293 -0.250 -0.528 -0.416 0.719 -0.279 -0.295 0.222 -0.205 -0.257 0.286 0.226 0.378 0.229 -0.166 0.088 -0.282 0.853 -0.273 -0.329 -0.673 -0.408 0.758 -0.269 -0.296 0.195 -0.209 -0.221 0.255 0.407 0.334 0.179 -0.193 0.015 -0.284 0.860 -0.307 -0.281 -0.546 -0.450 0.765 -0.262 -0.305 0.206 -0.191 -0.208 0.294 0.173 0.439 0.189 -0.221 0.111 -0.280 0.867